[1]
Here is a structure of composition C38H37AsBFNO5SSc in a non-equilibrium geometry from the Open Molecules 2025 dataset. Energies are from the ωB97M-V functional and the def2-TZVPD basis.

XYZ file:
```
86
Properties=species:S:1:pos:R:3:lowdin_charge:R:1
Sc -0.081 0.177 -0.043 0.80
S -0.880 1.476 2.078 0.62
C -2.312 2.269 1.436 -0.70
C -2.536 3.618 1.709 -0.13
C -3.680 4.246 1.258 -0.09
C -4.627 3.542 0.531 -0.09
C -4.419 2.202 0.252 -0.10
C -3.279 1.552 0.707 -0.41
As -2.822 -0.266 0.182 1.33
C -4.585 -0.928 -0.440 -0.35
C -5.430 -1.719 0.333 -0.09
C -6.595 -2.236 -0.208 -0.08
C -6.930 -1.974 -1.525 -0.09
C -6.096 -1.190 -2.305 -0.09
C -4.928 -0.680 -1.770 -0.13
C -2.803 -1.184 1.913 -0.43
C -3.376 -0.653 3.062 -0.12
C -3.285 -1.332 4.263 -0.08
C -2.649 -2.562 4.318 -0.09
C -2.090 -3.108 3.173 -0.08
C -2.153 -2.414 1.976 -0.11
H -1.791 4.163 2.271 0.10
H -3.838 5.294 1.471 0.10
H -5.522 4.034 0.175 0.10
H -5.148 1.640 -0.326 0.09
H -5.168 -1.927 1.363 0.10
H -7.241 -2.850 0.402 0.10
H -7.838 -2.384 -1.943 0.10
H -6.356 -0.987 -3.335 0.10
H -4.256 -0.078 -2.378 0.11
H -3.878 0.309 3.007 0.11
H -3.711 -0.904 5.158 0.10
H -2.589 -3.094 5.255 0.10
H -1.604 -4.072 3.217 0.10
H -1.700 -2.816 1.070 0.09
C 1.737 7.031 1.243 -0.03
C 2.851 6.483 0.346 -0.30
C 4.195 6.728 1.031 -0.14
C 5.324 6.003 0.314 -0.12
C 5.012 4.539 0.350 -0.14
C 5.997 3.586 0.480 0.06
C 5.670 2.232 0.489 -0.25
F 6.662 1.331 0.604 0.07
C 4.374 1.808 0.360 0.09
C 3.362 2.766 0.224 -0.03
C 1.997 2.308 0.028 -0.26
O 1.696 1.106 0.239 -0.10
C 1.086 3.312 -0.428 0.00
C 1.443 4.626 -0.327 0.05
N 2.648 5.056 0.090 0.03
C 3.666 4.141 0.238 -0.07
C -0.278 2.977 -1.060 -0.58
O -0.974 3.899 -1.437 0.08
O -0.536 1.730 -1.186 -0.13
H 2.010 8.026 1.587 0.09
H 1.612 6.392 2.114 0.10
H 0.782 7.106 0.732 0.08
H 2.835 7.005 -0.621 0.16
H 4.141 6.364 2.059 0.13
H 4.381 7.801 1.059 0.12
H 6.280 6.202 0.799 0.12
H 5.398 6.347 -0.722 0.13
H 7.034 3.874 0.558 0.13
H 4.111 0.761 0.332 0.14
H 0.702 5.363 -0.601 0.15
C 3.342 -4.184 -0.588 -0.01
C 2.210 -3.530 -1.383 -0.48
C 2.638 -3.411 -2.852 -0.01
O 2.026 -2.200 -0.894 0.03
B 0.682 -1.894 -0.700 -0.53
O -0.055 -3.052 -0.962 0.00
C 0.793 -4.179 -1.194 -0.48
C 0.689 -5.068 0.053 -0.01
C 0.266 -4.957 -2.400 -0.01
H 4.265 -3.650 -0.801 0.09
H 3.465 -5.227 -0.871 0.09
H 3.156 -4.119 0.479 0.08
H 3.565 -2.842 -2.897 0.09
H 1.887 -2.870 -3.422 0.09
H 2.802 -4.388 -3.298 0.09
H 0.953 -4.504 0.946 0.09
H 1.331 -5.941 -0.030 0.08
H -0.344 -5.401 0.155 0.09
H 0.198 -4.322 -3.277 0.08
H -0.734 -5.321 -2.172 0.09
H 0.911 -5.807 -2.612 0.09
```

Values from the calculation:
HOMO   -7.2 eV
Electronic energy   -5420.830190 hartree

[2]
Here is a cluster of 2 separate species, C8H12N2 in total in a non-equilibrium geometry from the Open Molecules 2025 dataset. Energies are from the ωB97M-V functional and the def2-TZVPD basis.

XYZ file:
```
22
Properties=species:S:1:pos:R:3:lowdin_charge:R:1
C 3.783 0.413 -0.657 -0.08
C -1.527 1.477 0.132 -0.11
C 0.993 1.634 0.203 -0.17
C -0.169 1.596 -0.505 -0.23
C 0.064 -0.390 0.779 -0.25
C -0.886 0.150 -0.199 -0.32
C 0.313 -1.690 1.479 -0.03
C -1.643 -0.781 -1.213 -0.02
N 4.177 0.424 0.418 0.07
N 0.986 0.542 1.002 0.04
H -1.883 1.702 1.215 0.14
H -2.378 1.649 -0.614 0.12
H 3.429 0.723 -1.591 0.05
H 1.914 2.210 0.152 0.10
H -0.285 2.112 -1.431 0.12
H 1.168 -1.661 2.255 0.11
H 0.692 -2.352 0.760 0.05
H -0.516 -2.178 1.922 0.06
H -1.898 -0.024 -2.033 0.09
H -2.614 -1.147 -0.816 0.08
H -1.064 -1.629 -1.535 0.06
H 1.837 0.383 1.511 0.12
```

Values from the calculation:
Energy above the lowest of the compared OMol25 structures with the same formula, charge and spin   456.30 kJ/mol
HOMO   -6.2 eV
Electronic energy   -421.386425 hartree

[3]
Here is a cluster of 2 separate species, C4H10NO in total in a non-equilibrium geometry from the Open Molecules 2025 dataset. Energies are from the ωB97M-V functional and the def2-TZVPD basis.

XYZ file:
```
16
Properties=species:S:1:pos:R:3:lowdin_charge:R:1
N -0.675 -0.892 -1.159 -0.05
C -0.961 0.512 -0.838 -0.35
C -1.455 1.486 1.440 -0.04
C -1.699 0.611 0.436 -0.21
H 0.444 -0.954 -1.053 0.01
H -0.742 -0.943 -2.120 -0.01
H -1.592 0.973 -1.604 0.09
H 0.022 1.071 -0.849 0.12
H -1.880 1.409 2.457 0.03
H -0.786 2.345 1.293 0.04
H -2.360 -0.254 0.610 0.09
C 2.333 -1.069 0.282 -0.42
O 1.855 -0.632 -0.895 -0.39
H 2.181 -2.127 0.504 0.03
H 3.447 -0.964 0.348 0.04
H 1.870 -0.571 1.149 0.04
```

Values from the calculation:
Total charge   -1
Energy above the lowest of the compared OMol25 structures with the same formula, charge and spin   133.37 kJ/mol
HOMO   -2.8 eV
Electronic energy   -288.340845 hartree

[4]
Here is an isolated molecule of C2H2Cl3O2P in a non-equilibrium geometry from the Open Molecules 2025 dataset. Energies are from the ωB97M-V functional and the def2-TZVPD basis.

XYZ file:
```
10
Properties=species:S:1:pos:R:3:lowdin_charge:R:1
O -0.235 1.920 1.755 0.11
C -0.282 0.853 1.331 -0.88
Cl 0.411 -0.462 2.286 0.70
C -0.616 0.459 -0.059 -0.32
P 0.371 -0.915 -0.783 -0.14
O 0.372 -2.317 -0.285 -0.41
Cl 2.192 -0.062 -0.844 0.37
Cl -0.197 -0.879 -2.671 0.40
H -1.533 0.051 -0.017 0.06
H -0.482 1.353 -0.715 0.12
```

Values from the calculation:
Energy above the lowest of the compared OMol25 structures with the same formula, charge and spin   3.97 kJ/mol
HOMO   -11.2 eV
Electronic energy   -1949.899575 hartree